{
  "formula": "C4H6O2",
  "method": "wB97M-V/def2-TZVPD",
  "species": ["C", "C", "C", "C", "O", "O", "H", "H", "H", "H", "H", "H"],
  "coordinates": [[-1.36176, 2.21477, 0.69867], [0.05039, -1.95401, -0.79816], [-0.08288, -0.76609, -0.22138], [1.01533, 0.19998, 0.11386], [-1.08944, 3.19973, 0.11305], [-1.66988, 1.33425, 1.32777], [-0.70273, -2.67936, -0.83120], [0.86611, -2.50072, -1.17532], [-1.11036, -0.37478, 0.01568], [1.52275, -0.08717, 0.98823], [0.64354, 1.22053, 0.34051], [1.91893, 0.19289, -0.57171]],
  "forces_ev_per_angstrom": [[0.83, 4.83, -2.25], [-0.30, 0.23, 0.65], [-0.63, 0.51, -0.37], [0.81, 0.63, -1.28], [-0.18, -1.52, 0.50], [-1.02, -2.95, 1.97], [-2.04, -0.28, -0.11], [1.99, 0.43, -0.16], [1.16, -0.99, -0.06], [0.26, -0.62, 1.69], [0.55, -0.60, -0.66], [-1.43, 0.33, 0.09]],
  "nbo_charge": [1.02, -0.41, -0.17, -0.65, -0.53, -0.49, 0.19, 0.19, 0.20, 0.23, 0.19, 0.23],
  "total_energy_ha": -306.471018,
  "mol_weight_g_mol": 86.1,
  "e_homo_ev": -9.614,
  "spin_multiplicity": 1,
  "smiles": "O=C=O.C=CC"
}



{
  "formula": "C4H6O2",
  "method": "wB97M-V/def2-TZVPD",
  "species": ["C", "C", "C", "C", "H", "H", "H", "H", "H", "H", "O", "O"],
  "coordinates": [[-1.06878, -1.15182, 0.03205], [0.69958, 0.08073, 1.05663], [0.97362, 1.05462, -0.10470], [0.02773, 0.59540, -1.22479], [-0.85144, -2.19722, 0.02380], [-2.18503, -1.11542, 0.02872], [1.47753, -0.58266, 1.59206], [2.01118, 0.99445, -0.25582], [0.55504, 2.06701, 0.17812], [-0.67377, 1.40771, -1.37713], [-0.55206, -0.40534, 1.16618], [-0.41358, -0.74746, -1.11512]],
  "forces_ev_per_angstrom": [[-0.76, -0.01, -0.17], [0.66, 0.21, -0.76], [-2.46, -2.02, 1.98], [0.64, -0.37, 1.65], [0.49, -1.02, 0.96], [0.66, 0.91, 0.04], [-0.94, 1.14, -1.04], [1.53, 0.36, -0.32], [0.67, -0.85, -0.46], [-1.05, -0.57, -0.63], [0.03, -0.23, -0.53], [0.52, 2.45, -0.72]],
  "nbo_charge": [0.25, 0.22, -0.57, 0.02, 0.16, 0.16, 0.16, 0.24, 0.28, 0.14, -0.53, -0.53],
  "total_energy_ha": -306.280179,
  "mol_weight_g_mol": 86.1,
  "e_homo_ev": -7.012,
  "spin_multiplicity": 1
}



{
  "formula": "C4H6O2",
  "method": "wB97M-V/def2-TZVPD",
  "species": ["O", "C", "C", "C", "C", "O", "H", "H", "H", "H", "H", "H"],
  "coordinates": [[-0.26474, 1.08992, 2.11351], [-0.56373, 0.95440, 0.81558], [1.04239, -0.75517, -0.48747], [-0.06575, -0.28680, -1.43211], [-0.20134, -0.17058, 0.02670], [-1.26831, -0.58351, 0.79886], [-0.34221, 0.15673, 2.38879], [-0.86559, 1.91189, 0.36256], [1.93415, -0.13718, -0.42224], [1.18870, -1.82044, -0.36832], [-0.67020, -1.05763, -1.90108], [0.06609, 0.62356, -2.00848]],
  "forces_ev_per_angstrom": [[0.44, -0.18, 0.17], [-0.52, -0.34, 0.03], [0.29, -0.28, 0.06], [0.03, 0.03, -0.31], [0.56, 0.28, -0.39], [-0.57, 1.19, -0.25], [0.35, 0.27, 0.54], [-0.78, -0.71, 0.17], [-0.08, -0.20, 0.05], [0.06, 0.00, -0.12], [0.12, 0.11, 0.06], [0.12, -0.17, -0.03]],
  "nbo_charge": [-0.66, 0.40, -0.44, -0.44, 0.11, -0.56, 0.50, 0.18, 0.22, 0.23, 0.23, 0.21],
  "total_energy_ha": -306.371964,
  "mol_weight_g_mol": 86.1,
  "e_homo_ev": -9.495,
  "spin_multiplicity": 1,
  "smiles": "O[C@@H]1OC12CC2"
}



{
  "formula": "C4H6O2",
  "method": "wB97M-V/def2-TZVPD",
  "species": ["O", "C", "C", "C", "C", "O", "H", "H", "H", "H", "H", "H"],
  "coordinates": [[-2.15165, -1.27391, 0.18615], [-0.98287, -1.35251, -0.09854], [-0.14911, -0.13366, -0.38441], [-0.51622, 1.07969, 0.44897], [2.06295, 0.40215, 0.04519], [1.23893, -0.54752, -0.29959], [-0.46431, -2.32387, -0.21402], [-0.27082, 0.05558, -1.45838], [-1.51166, 0.94284, 0.86529], [-0.48650, 1.97742, -0.16673], [0.18986, 1.21439, 1.26563], [3.04141, -0.04061, -0.18956]],
  "forces_ev_per_angstrom": [[0.45, -0.24, -0.09], [-0.61, -0.07, 0.15], [-0.29, 0.04, 0.02], [-0.06, 0.07, -0.06], [-0.01, -0.21, -0.44], [0.55, 0.71, 0.02], [-0.05, 0.02, 0.05], [-0.19, 0.06, 0.12], [-0.11, -0.01, -0.18], [0.00, 0.03, 0.19], [0.00, -0.06, -0.07], [0.33, -0.34, 0.29]],
  "nbo_charge": [-0.50, 0.42, -0.02, -0.65, 0.09, -0.47, 0.13, 0.22, 0.24, 0.23, 0.25, 0.08],
  "total_energy_ha": -306.358380,
  "mol_weight_g_mol": 86.1,
  "e_homo_ev": -8.881,
  "spin_multiplicity": 1
}



{
  "formula": "C4H6O2",
  "method": "wB97M-V/def2-TZVPD",
  "species": ["C", "C", "C", "C", "O", "O", "H", "H", "H", "H", "H", "H"],
  "coordinates": [[-0.82648, 0.72309, 1.16329], [-0.87542, 0.19897, -0.29511], [0.59201, 0.49090, -0.89922], [0.38375, -0.33488, 0.37059], [0.77900, -0.12638, -2.09314], [0.87813, -1.61370, 0.59856], [-0.46363, 1.66602, 1.40738], [-1.53924, 0.32600, 1.84353], [-1.66322, -0.21363, -0.84293], [0.99359, 1.46490, -0.98380], [0.70264, -1.04948, -1.80547], [1.03885, -1.53181, 1.53630]],
  "forces_ev_per_angstrom": [[2.29, -3.46, -3.83], [3.02, 1.60, 1.83], [-3.03, 0.19, 2.57], [-2.44, 2.54, -0.80], [0.45, -1.91, -0.01], [-0.77, 0.83, 0.37], [0.57, 1.62, 0.08], [-0.14, -0.84, 0.48], [-1.00, -0.55, -0.70], [0.31, 1.11, 0.61], [0.18, -0.35, -1.10], [0.56, -0.79, 0.49]],
  "nbo_charge": [-0.37, -0.32, 0.09, 0.19, -0.67, -0.69, 0.20, 0.21, 0.22, 0.18, 0.47, 0.49],
  "total_energy_ha": -306.340947,
  "mol_weight_g_mol": 86.1,
  "e_homo_ev": -8.850,
  "spin_multiplicity": 1,
  "smiles": "O[C@H]1[C@@H]2C[C@]12O"
}



{
  "formula": "C4H6O2",
  "method": "wB97M-V/def2-TZVPD",
  "species": ["C", "C", "C", "C", "H", "H", "H", "H", "H", "H", "O", "O"],
  "coordinates": [[-0.58959, -0.88500, 0.09652], [0.30726, 0.30881, -0.03207], [-0.19929, 1.54795, 0.06878], [1.76810, 0.06757, -0.07767], [-2.35334, -1.45175, 0.13945], [-0.58292, -1.28935, 1.17456], [-0.29215, -1.75126, -0.63986], [-1.28549, 1.59832, 0.18023], [0.37618, 2.41223, -0.33851], [2.35136, 1.03218, -0.27318], [-1.92802, -0.60466, -0.24496], [2.42790, -0.98503, -0.05328]],
  "forces_ev_per_angstrom": [[0.64, -2.41, -0.01], [-0.25, -0.61, 0.96], [0.33, -0.24, -1.78], [2.56, -0.34, -1.34], [0.29, 2.34, -1.24], [0.45, 0.43, -1.45], [0.31, 1.57, 1.57], [0.39, 0.40, 0.00], [-0.39, -0.54, 1.14], [-0.55, -0.72, 0.45], [-1.44, -1.95, 1.41], [-2.35, 2.06, 0.30]],
  "nbo_charge": [-0.10, -0.16, -0.30, 0.40, 0.47, 0.18, 0.19, 0.23, 0.21, 0.11, -0.71, -0.52],
  "total_energy_ha": -306.424595,
  "mol_weight_g_mol": 86.1,
  "e_homo_ev": -10.035,
  "spin_multiplicity": 1,
  "smiles": "C=C(C=O)CO"
}